The following is a quantum chemistry calculation of a structure of composition C6H82AsBrO32P, from the Open Molecules 2025 dataset.

```
123
C6H82AsBrO32P ωB97M-V/def2-TZVPD
C 1.9904 -0.0271 1.6153
C 2.3175 0.8362 0.3837
P 2.4912 2.6830 0.6361
C 3.5366 2.6680 2.1610
As 0.4035 3.6554 1.6105
C -0.9222 2.6093 0.3892
C -1.9395 1.8803 1.2590
C -1.8356 0.3746 1.2069
Br -2.7154 -0.3872 -0.3917
H 1.1111 0.3740 2.1286
H 2.8359 -0.0185 2.3091
H 1.8006 -1.0726 1.3340
H 3.2953 0.5060 0.0056
H 1.6097 0.6387 -0.4274
H 4.3668 1.9600 2.0691
H 3.8984 3.6787 2.3519
H 2.9298 2.3644 3.0259
H 0.3351 2.4537 2.7179
H 1.3135 4.4961 2.5499
H 0.5157 4.8163 0.4721
H -0.8680 4.3503 2.2268
H -0.4165 1.9365 -0.3147
H -1.4162 3.3912 -0.1961
H -1.7497 2.1252 2.3192
H -2.9701 2.1935 1.0620
H -0.7894 0.0790 1.1384
H -2.2923 -0.1188 2.0612
O -5.8220 -0.8626 0.3439
H -5.1007 -0.2669 0.0899
H -6.0462 -1.2854 -0.4975
O 3.5241 2.1081 5.4598
H 3.8743 2.6305 6.1878
H 3.6799 1.2022 5.7499
O -5.7051 -3.3973 -1.4502
H -4.7973 -3.4697 -1.1191
H -6.2165 -4.0135 -0.9153
O -1.7865 0.4535 4.5001
H -2.5532 0.2412 5.0406
H -1.1209 -0.2109 4.7114
O 5.2493 -0.1799 6.7639
H 6.0313 -0.3512 7.3021
H 5.3926 -0.7337 5.9873
O -2.5930 -3.6956 -1.2117
H -2.0840 -2.8725 -1.1762
H -2.5517 -3.9415 -2.1463
O -1.8794 -6.2120 -2.0859
H -2.0202 -7.1251 -1.8223
H -2.1559 -5.6708 -1.3319
O 0.3059 -1.5428 -1.3912
H 1.1150 -2.0161 -1.1656
H -0.1839 -1.4242 -0.5695
O 3.0380 6.1981 2.2537
H 3.8157 6.6360 2.6083
H 2.7828 6.5870 1.4111
O -0.4933 0.2835 -3.5165
H -0.3353 -0.3140 -2.7693
H -0.2199 -0.2824 -4.2523
O -7.8315 -0.5287 2.9210
H -7.4478 -0.3967 2.0440
H -7.9284 -1.4818 2.9980
O 6.7382 -2.6272 7.4455
H 7.4709 -3.0698 7.8825
H 5.9369 -3.0209 7.8144
O 1.6908 0.9116 -5.3725
H 0.9863 1.1034 -4.7301
H 2.0797 0.0879 -5.0352
O 3.3631 -1.9541 8.3207
H 2.5709 -2.2313 7.8451
H 3.8527 -1.4926 7.6278
O -1.8697 -4.8782 -4.7079
H -1.6597 -5.5455 -4.0387
H -1.5217 -5.2139 -5.5427
O -0.2815 -1.9728 -5.5860
H -1.0931 -2.4940 -5.5892
H -0.0817 -1.7840 -6.5074
O 3.1105 -1.6352 -5.5275
H 4.0133 -1.5340 -5.8522
H 2.6453 -2.1237 -6.2166
O 1.2358 0.0519 4.9375
H 1.6372 0.9236 5.0854
H 1.4116 -0.1193 4.0031
O 0.7311 -2.7296 6.5679
H 0.8285 -1.7974 6.3300
H -0.2174 -2.8844 6.5550
O 3.5838 0.8610 -7.9217
H 3.4468 1.5464 -8.5835
H 2.7850 0.8930 -7.3710
O -2.4711 -5.7574 -7.6916
H -2.8251 -4.9627 -8.1023
H -3.2303 -6.1727 -7.2699
O 4.7883 1.2387 -5.0870
H 3.8652 0.9614 -5.0386
H 4.9621 1.1972 -6.0345
O -6.8104 1.3890 5.0352
H -7.2646 0.7953 4.4208
H -6.0028 1.6360 4.5753
O 4.7946 6.3319 4.5476
H 4.4583 5.4615 4.7851
H 4.5090 6.9295 5.2432
O -3.3885 4.8431 1.9892
H -4.1707 4.3327 1.7619
H -2.9732 5.1011 1.1605
O 3.7310 -1.6243 -9.9493
H 4.0786 -2.2925 -9.3524
H 3.8164 -0.7934 -9.4645
O 3.1321 -4.4992 -5.1618
H 3.3417 -5.1417 -4.4785
H 3.2554 -3.6423 -4.7296
O 1.7681 7.4414 -0.1177
H 1.1618 6.6863 -0.0183
H 1.8051 7.6042 -1.0635
O -1.1465 5.2236 -2.2819
H -1.6666 5.6512 -2.9672
H -1.0694 4.2985 -2.5366
O 1.5469 -3.3389 -2.7177
H 1.0634 -2.9361 -3.4521
H 1.1828 -4.2268 -2.6515
O -7.2117 1.8956 0.6597
H -7.9060 2.1784 0.0584
H -6.9517 1.0184 0.3480
O -7.7250 -5.5543 -0.3093
H -8.2879 -4.9171 -0.7611
H -8.3249 -6.1376 0.1631
```

Results
LUMO: 1.3 eV
electronic energy: -7836.4908 Eh
highest occupied orbital energy: -2.64 eV
charge: -1